Record 1
Below is an isolated molecule of C18H25FN2O3, with properties calculated with ωB97M-V with the def2-TZVPD basis set.

```
! RIJCOSX wB97M-V def2-TZVPD def2/J DEFGRID3
* xyz 0 1
C 1.11 -1.15 5.48
C 0.77 -2.09 4.34
C 1.29 -1.56 3.00
C 1.05 -2.56 1.88
O 1.02 -3.75 2.09
C 0.74 -2.00 0.54
C -0.31 -2.61 -0.14
C -0.74 -2.14 -1.36
F -1.75 -2.82 -1.97
C -0.16 -1.02 -1.98
N -0.60 -0.56 -3.20
C -2.02 -0.42 -3.45
C -2.45 1.07 -3.28
N -1.41 1.78 -2.57
C -1.45 1.77 -1.21
O -2.41 1.40 -0.57
O -0.32 2.26 -0.66
C -0.31 2.33 0.77
C -1.07 3.53 1.29
C -0.18 1.87 -3.32
C 0.14 0.47 -3.90
C 0.96 -0.50 -1.32
C 1.41 -0.95 -0.09
C 2.65 -0.32 0.49
H 2.19 -1.04 5.58
H 0.72 -1.54 6.42
H 0.67 -0.17 5.31
H 1.20 -3.08 4.52
H -0.32 -2.21 4.27
H 2.37 -1.41 3.09
H 0.83 -0.61 2.76
H -0.80 -3.47 0.29
H -2.23 -0.76 -4.47
H -2.59 -1.03 -2.76
H -3.37 1.14 -2.70
H -2.59 1.55 -4.24
H -0.73 1.40 1.17
H 0.75 2.39 1.03
H -0.98 3.58 2.37
H -2.12 3.43 1.03
H -0.68 4.45 0.86
H 0.60 2.23 -2.65
H -0.31 2.60 -4.13
H -0.17 0.42 -4.94
H 1.21 0.25 -3.85
H 1.50 0.32 -1.77
H 3.20 0.20 -0.28
H 2.39 0.40 1.26
H 3.29 -1.07 0.93
*
```

Output
DFT total energy: -1136.0128 a.u.
E_LUMO: 0.67 eV
SMILES string: CCCC(=O)c1cc(F)c(N2CCN(C(=O)OCC)CC2)cc1C
Maximum force: 0.672 eV/Å


Record 2
Below is an isolated molecule of C18H25FN6O, with properties calculated with ωB97M-V with the def2-TZVPD basis set.

```
! RIJCOSX wB97M-V def2-TZVPD def2/J DEFGRID3
* xyz 0 1
C -6.54 -2.31 -0.72
C -5.12 -2.40 -0.17
N -4.63 -1.12 0.30
C -4.32 -0.20 -0.78
C -3.92 1.15 -0.21
N -2.75 1.00 0.63
C -2.20 2.27 1.08
C -1.32 2.88 -0.02
N -0.35 1.91 -0.45
C 0.98 2.11 -0.39
O 1.51 3.17 -0.12
C 1.75 0.90 -0.74
C 3.12 0.74 -0.86
N 3.28 -0.56 -1.18
C 4.50 -1.27 -1.44
C 5.60 -0.81 -0.51
C 6.67 -0.05 -0.97
C 7.65 0.38 -0.09
C 7.56 0.08 1.26
C 6.51 -0.68 1.73
C 5.54 -1.11 0.84
F 4.51 -1.85 1.30
N 2.09 -1.16 -1.25
N 1.18 -0.31 -0.99
C -3.06 0.09 1.72
C -3.45 -1.26 1.14
H -6.57 -1.78 -1.67
H -7.17 -1.78 -0.01
H -6.94 -3.30 -0.87
H -4.45 -2.83 -0.94
H -5.12 -3.08 0.68
H -5.20 -0.08 -1.41
H -3.49 -0.59 -1.41
H -3.69 1.83 -1.03
H -4.77 1.57 0.36
H -2.98 2.99 1.37
H -1.57 2.08 1.95
H -1.94 3.19 -0.87
H -0.78 3.75 0.35
H -0.69 0.97 -0.59
H 3.93 1.43 -0.74
H 4.28 -2.33 -1.29
H 4.80 -1.12 -2.48
H 6.73 0.19 -2.02
H 8.47 0.97 -0.46
H 8.32 0.42 1.94
H 6.42 -0.93 2.78
H -2.18 -0.03 2.35
H -3.89 0.47 2.34
H -3.69 -1.95 1.96
H -2.60 -1.67 0.58
*
```

Output
DFT total energy: -1204.5361 a.u.
E_LUMO: 0.76 eV
SMILES string: CCN1CCN(CCNC(=O)c2cn(Cc3ccccc3F)nn2)CC1
Maximum force: 1.353 eV/Å


Record 3
Below is a 2-piece molecular cluster, C18H25FNO2P overall, with properties calculated with ωB97M-V with the def2-TZVPD basis set.

```
! RIJCOSX wB97M-V def2-TZVPD def2/J DEFGRID3
* xyz 0 1
O -0.41 5.67 0.65
P -0.25 4.33 1.22
N -0.68 3.05 0.09
C -1.72 2.23 0.43
C -2.08 1.19 -0.38
C -3.17 0.23 0.00
C -2.67 -1.22 -0.07
C -1.32 -1.44 0.55
F -1.38 -1.34 1.93
C -1.38 1.00 -1.57
C -0.34 1.84 -1.90
C 0.02 2.86 -1.04
C 1.21 3.73 -1.37
C 2.49 3.00 -1.03
C 2.54 1.90 -0.17
C 3.73 1.24 0.09
C 4.91 1.65 -0.50
C 4.89 2.76 -1.33
C 3.69 3.42 -1.59
H -1.07 4.09 2.33
H 1.08 4.03 1.54
H -2.25 2.41 1.35
H -3.47 0.44 1.02
H -4.06 0.36 -0.62
H -2.72 -1.62 -1.09
H -3.37 -1.83 0.49
H -0.53 -0.78 0.19
H -1.00 -2.46 0.30
H -1.65 0.20 -2.24
H 0.21 1.68 -2.81
H 1.18 3.90 -2.44
H 1.15 4.70 -0.89
H 1.65 1.52 0.32
H 3.72 0.37 0.74
H 5.81 1.09 -0.29
H 5.81 3.09 -1.78
H 3.73 4.28 -2.25
C -2.03 -4.73 1.24
C -1.01 -5.57 0.46
C -0.30 -6.52 1.45
O -0.12 -4.73 -0.13
H -1.52 -4.12 1.98
H -2.54 -4.07 0.53
H -2.80 -5.33 1.76
H -1.61 -6.23 -0.22
H 0.23 -5.95 2.21
H 0.43 -7.14 0.92
H -1.01 -7.19 1.95
*
```

Output
DFT total energy: -1347.1927 a.u.
E_LUMO: -2.49 eV
Maximum force: 1.588 eV/Å


Record 4
Below is an isolated molecule of C18H25N3O2, with properties calculated with ωB97M-V with the def2-TZVPD basis set.

```
! RIJCOSX wB97M-V def2-TZVPD def2/J DEFGRID3
* xyz 0 1
C -1.78 3.46 -3.27
C -1.47 3.33 -1.78
C -0.64 4.51 -1.30
C -2.79 3.19 -1.00
C -2.59 2.94 0.50
N -1.82 1.75 0.76
C -0.58 1.78 1.28
O -0.03 2.81 1.63
C 0.06 0.40 1.44
C 1.59 0.51 1.35
C 2.26 -0.62 2.15
N 1.40 -1.79 2.17
C 1.39 -2.64 1.13
N 0.47 -3.52 0.87
C 0.94 -4.20 -0.22
C 0.40 -5.25 -0.96
C 1.14 -5.72 -2.03
C 2.37 -5.17 -2.37
C 2.93 -4.13 -1.65
C 2.19 -3.66 -0.58
O 2.47 -2.65 0.30
C 0.17 -1.61 2.92
C -0.33 -0.17 2.80
H -2.36 2.62 -3.63
H -0.86 3.52 -3.85
H -2.35 4.37 -3.46
H -0.89 2.41 -1.63
H -1.23 5.43 -1.33
H -0.29 4.36 -0.29
H 0.23 4.64 -1.94
H -3.37 2.37 -1.42
H -3.37 4.11 -1.12
H -3.57 2.85 0.98
H -2.06 3.77 0.96
H -2.20 0.88 0.43
H -0.32 -0.27 0.66
H 1.90 1.48 1.75
H 1.90 0.46 0.30
H 3.22 -0.90 1.71
H 2.42 -0.32 3.19
H -0.55 -5.67 -0.69
H 0.75 -6.53 -2.62
H 2.91 -5.57 -3.22
H 3.88 -3.70 -1.91
H -0.56 -2.32 2.51
H 0.35 -1.87 3.97
H 0.10 0.46 3.58
H -1.42 -0.14 2.93
*
```

Output
DFT total energy: -1015.6917 a.u.
E_LUMO: 0.70 eV
SMILES string: CC(C)CCNC(=O)C1CCN(c2nc3ccccc3o2)CC1
Maximum force: 1.201 eV/Å


Record 5
Below is an isolated molecule of C18H25N3O2S, with properties calculated with ωB97M-V with the def2-TZVPD basis set.

```
! RIJCOSX wB97M-V def2-TZVPD def2/J DEFGRID3
* xyz 0 1
C -5.17 -1.91 -0.04
C -3.82 -2.19 0.59
C -2.65 -1.88 -0.35
C -2.60 -0.42 -0.65
C -2.88 0.12 -1.87
C -2.86 1.54 -2.08
O -3.08 2.15 -3.11
N -2.55 2.26 -0.91
C -2.26 1.64 0.26
S -1.85 2.65 1.62
C -1.34 1.37 2.81
C -0.50 0.23 2.23
O -0.74 -0.90 2.62
C 0.59 0.59 1.36
C 1.14 1.89 1.12
C 2.15 1.75 0.22
C 3.02 2.80 -0.37
N 2.24 0.42 -0.12
C 3.22 -0.13 -1.02
C 4.52 -0.52 -0.29
C 5.54 -1.10 -1.26
C 1.33 -0.29 0.57
C 1.17 -1.76 0.43
N -2.27 0.36 0.42
H -5.26 -0.85 -0.31
H -5.30 -2.50 -0.95
H -5.97 -2.15 0.65
H -3.76 -3.25 0.87
H -3.69 -1.60 1.50
H -2.76 -2.44 -1.28
H -1.73 -2.16 0.15
H -3.13 -0.50 -2.72
H -2.53 3.27 -0.98
H -0.77 1.91 3.57
H -2.24 0.95 3.26
H 0.84 2.80 1.59
H 2.87 2.88 -1.45
H 4.07 2.60 -0.19
H 2.77 3.76 0.07
H 3.45 0.61 -1.80
H 2.80 -1.01 -1.51
H 4.93 0.37 0.19
H 4.29 -1.24 0.49
H 5.79 -0.38 -2.03
H 5.15 -1.99 -1.74
H 6.45 -1.37 -0.73
H 0.84 -2.02 -0.58
H 2.11 -2.28 0.62
H 0.43 -2.10 1.14
*
```

Output
DFT total energy: -1413.8766 a.u.
E_LUMO: 0.54 eV
SMILES string: CCCc1cc(=O)[nH]c(SCC(=O)c2cc(C)n(CCC)c2C)n1
Maximum force: 0.895 eV/Å


Record 6
Below is an isolated molecule of C18H25N3O4S, with properties calculated with ωB97M-V with the def2-TZVPD basis set.

```
! RIJCOSX wB97M-V def2-TZVPD def2/J DEFGRID3
* xyz 0 1
C -2.11 -1.97 -4.49
C -3.46 -1.69 -3.85
C -3.61 -2.27 -2.43
C -3.47 -3.79 -2.39
N -2.65 -1.67 -1.53
C -2.98 -0.80 -0.57
O -4.12 -0.44 -0.32
C -1.82 -0.27 0.21
C -2.14 0.57 1.24
N -1.26 1.17 2.06
C -1.69 2.06 3.13
C -3.19 2.27 3.24
C 0.09 0.92 1.90
C 1.06 1.50 2.73
C 2.40 1.22 2.54
C 2.80 0.36 1.53
S 4.55 0.06 1.34
O 5.15 0.01 2.64
O 4.76 -1.04 0.45
N 5.02 1.53 0.63
C 4.62 1.58 -0.76
C 6.41 1.86 0.86
C 1.87 -0.22 0.71
C 0.51 0.05 0.87
C -0.44 -0.59 -0.06
O -0.04 -1.32 -0.97
H -2.06 -1.48 -5.46
H -1.96 -3.03 -4.65
H -1.30 -1.59 -3.88
H -3.62 -0.61 -3.79
H -4.26 -2.11 -4.47
H -4.60 -1.99 -2.05
H -3.70 -4.16 -1.40
H -2.45 -4.08 -2.63
H -4.14 -4.25 -3.10
H -1.67 -1.88 -1.67
H -3.19 0.78 1.38
H -1.21 3.03 2.97
H -1.33 1.65 4.08
H -3.59 2.72 2.33
H -3.71 1.34 3.44
H -3.38 2.96 4.06
H 0.78 2.16 3.53
H 3.15 1.66 3.18
H 4.81 2.59 -1.14
H 3.55 1.38 -0.82
H 5.16 0.85 -1.37
H 6.55 2.93 0.69
H 6.62 1.63 1.90
H 7.08 1.29 0.22
H 2.18 -0.90 -0.07
*
```

Output
DFT total energy: -1564.3511 a.u.
E_LUMO: -0.07 eV
SMILES string: CC[C@@H](C)NC(=O)c1cn(CC)c2ccc(S(=O)(=O)N(C)C)cc2c1=O
Maximum force: 1.095 eV/Å


Record 7
Below is an isolated molecule of C18H25N3O5, with properties calculated with ωB97M-V with the def2-TZVPD basis set.

```
! RIJCOSX wB97M-V def2-TZVPD def2/J DEFGRID3
* xyz 0 1
C 3.57 1.91 -2.84
O 3.86 0.86 -1.94
C 3.11 0.76 -0.81
C 2.10 1.63 -0.45
C 1.41 1.42 0.74
C 0.25 2.33 1.08
N -0.77 2.19 0.05
C -1.81 3.19 0.10
C -2.74 3.04 1.31
N -3.15 1.66 1.44
C -2.50 0.59 0.94
O -2.85 -0.54 1.22
C -1.33 0.85 0.00
C -1.71 0.48 -1.45
C -2.44 -0.85 -1.50
O -3.61 -0.96 -1.79
N -1.67 -1.95 -1.30
C -2.21 -3.22 -0.86
C -1.50 -3.41 0.48
C -0.12 -2.81 0.16
O -0.33 -1.84 -0.85
C 1.73 0.36 1.56
C 2.75 -0.52 1.19
O 2.97 -1.55 2.06
C 3.97 -2.49 1.73
C 3.44 -0.32 0.01
H 3.72 2.89 -2.38
H 2.54 1.84 -3.22
H 4.26 1.79 -3.67
H 1.80 2.46 -1.07
H 0.59 3.37 1.06
H -0.12 2.10 2.09
H -2.41 3.10 -0.81
H -1.35 4.18 0.10
H -2.21 3.36 2.23
H -3.62 3.67 1.19
H -3.91 1.45 2.06
H -0.53 0.15 0.30
H -2.38 1.23 -1.87
H -0.79 0.42 -2.04
H -1.94 -4.01 -1.58
H -3.29 -3.13 -0.78
H -1.44 -4.44 0.80
H -2.00 -2.81 1.23
H 0.34 -2.33 1.02
H 0.56 -3.58 -0.23
H 1.20 0.18 2.48
H 3.76 -3.00 0.79
H 3.97 -3.22 2.54
H 4.96 -2.02 1.68
H 4.23 -0.97 -0.31
*
```

Output
DFT total energy: -1241.3174 a.u.
E_LUMO: 0.72 eV
SMILES string: COc1cc(CN2CCNC(=O)[C@H]2CC(=O)N2CCCO2)cc(OC)c1
Maximum force: 0.784 eV/Å


Record 8
Below is C18H25N4O4SeZr as an isolated structure, with properties calculated with ωB97M-V with the def2-TZVPD basis set.

```
! RIJCOSX wB97M-V def2-TZVPD def2/J DEFGRID3
* xyz 1 1
Zr 0.14 0.07 0.83
N -1.81 0.55 -0.37
C -1.92 2.02 -0.16
C -0.52 2.54 -0.53
O -0.33 3.07 -1.60
N 0.44 2.18 0.40
C 1.82 2.28 -0.15
C 1.98 0.78 -0.34
O 1.26 0.18 -1.17
O 2.22 0.14 0.77
H -2.65 0.07 -0.05
H -1.70 0.37 -1.37
H -2.62 2.51 -0.83
H -2.17 2.20 0.88
H 1.84 2.85 -1.08
H 2.51 2.66 0.60
N -0.12 -2.07 0.18
C -0.25 -3.17 -0.15
N -0.41 -4.40 -0.52
C -1.09 -5.38 0.35
C -0.10 -6.48 0.69
O 0.46 -7.03 -0.48
C 1.21 -6.08 -1.21
C 0.30 -4.95 -1.69
H -1.93 -5.79 -0.21
H -1.46 -4.87 1.24
H -0.60 -7.29 1.22
H 0.70 -6.08 1.34
H 1.65 -6.59 -2.06
H 2.01 -5.67 -0.58
H -0.45 -5.34 -2.38
H 0.86 -4.16 -2.17
C 0.56 0.27 8.54
C 0.09 0.07 7.13
C 0.81 0.56 6.05
C 0.37 0.39 4.75
C 1.17 0.95 3.61
C -0.82 -0.29 4.52
Se -1.51 -0.51 2.73
C -1.58 -0.80 5.58
C -2.87 -1.53 5.37
C -1.10 -0.61 6.87
H 1.56 0.71 8.57
H 0.58 -0.67 9.09
H -0.12 0.94 9.08
H 1.74 1.10 6.23
H 2.01 1.55 3.95
H 0.55 1.60 2.97
H 1.62 0.14 3.01
H -2.79 -2.29 4.59
H -3.66 -0.84 5.05
H -3.20 -2.01 6.29
H -1.67 -1.01 7.70
*
```

Output
DFT total energy: -3669.2539 a.u.
E_LUMO: -3.60 eV
Maximum force: 1.749 eV/Å


no.,HOMO level (hartree)
1,-0.2933
2,-0.3163
3,-0.1713
4,-0.2880
5,-0.2963
6,-0.3245
7,-0.3061
8,-0.3958